(1)
{"formula": "C41H45N8O5S3TeW", "method": "the ωB97M-V functional and the def2-TZVPD basis", "symbols": ["W", "S", "C", "N", "C", "C", "C", "C", "C", "C", "S", "H", "H", "H", "H", "N", "C", "C", "C", "C", "C", "C", "S", "O", "O", "N", "C", "N", "C", "C", "C", "N", "H", "H", "H", "H", "H", "H", "H", "H", "H", "C", "C", "N", "O", "C", "C", "N", "O", "H", "H", "H", "H", "H", "H", "H", "C", "C", "O", "N", "Te", "C", "C", "C", "C", "C", "C", "C", "C", "C", "C", "C", "C", "C", "C", "C", "C", "C", "C", "H", "H", "H", "H", "H", "H", "H", "H", "H", "H", "H", "H", "H", "H", "H", "H", "H", "H", "H", "H", "H", "H", "H", "H", "H"], "xyz": [[0.79180, -1.55260, -0.43086], [2.55641, -2.86043, -2.24024], [3.60704, -1.92420, -1.30007], [3.09017, -1.20346, -0.34663], [4.06306, -0.52618, 0.39719], [3.89952, 0.31899, 1.49642], [5.01432, 0.90387, 2.06822], [6.29839, 0.67608, 1.57307], [6.47929, -0.15529, 0.48502], [5.36078, -0.74701, -0.08745], [5.32795, -1.82689, -1.44909], [2.92127, 0.51093, 1.89981], [4.88130, 1.55390, 2.92349], [7.15290, 1.14758, 2.03986], [7.46698, -0.34534, 0.08543], [1.83164, -9.16074, 3.75492], [1.71074, -7.84410, 3.34044], [0.96273, -6.93195, 4.09328], [0.88497, -5.60986, 3.70979], [1.55136, -5.17828, 2.56872], [2.29832, -6.07022, 1.81407], [2.37798, -7.39616, 2.19962], [1.43326, -3.49730, 2.08231], [2.39051, -3.35862, 0.99073], [1.56683, -2.67171, 3.24682], [-0.02062, -3.21086, 1.40817], [-0.27480, -4.08641, 0.37102], [-0.00523, -3.55435, -0.82858], [-0.13954, -4.29454, -1.92892], [-0.60076, -5.58685, -1.82796], [-0.91010, -6.04399, -0.55166], [-0.75828, -5.31545, 0.54372], [1.11783, -9.50548, 4.37372], [2.12064, -9.82703, 3.05940], [0.45090, -7.26977, 4.98656], [0.31109, -4.90302, 4.29484], [2.81607, -5.71675, 0.93230], [2.97173, -8.09279, 1.61948], [0.10552, -3.81001, -2.86352], [-0.72323, -6.20749, -2.70195], [-1.29858, -7.04679, -0.40524], [-3.59225, -1.15438, 0.99460], [-2.14785, -1.05045, 0.66475], [-1.58700, -1.42331, -0.43248], [-2.37721, -1.93656, -1.40410], [-1.11583, -0.54096, 1.58259], [-1.22335, -0.34709, 3.04265], [-0.05892, -0.30217, 0.87881], [1.21368, -0.51483, 1.26140], [-4.17770, -1.31714, 0.09336], [-3.93445, -0.24904, 1.49669], [-3.74905, -1.99969, 1.66937], [-1.75655, -1.86646, -2.17164], [-1.87400, -1.10560, 3.47624], [-1.64643, 0.63810, 3.25798], [-0.23122, -0.42672, 3.48647], [1.04351, -0.10122, -4.11935], [0.78846, -0.53947, -2.71912], [-0.05988, -1.55345, -2.51112], [1.24796, 0.00346, -1.64782], [-1.31332, 1.92712, -1.47453], [-2.90067, 2.93206, -0.47110], [-4.20966, 2.86582, -0.96257], [-4.60793, 2.10813, -2.20716], [-5.22446, 3.54650, -0.28985], [-4.98192, 4.27820, 0.85946], [-6.09242, 4.99341, 1.57986], [-3.68162, 4.30504, 1.34959], [-2.63970, 3.63899, 0.71620], [-1.27247, 3.71240, 1.34168], [-0.15943, 3.65348, -1.85838], [1.12064, 3.79127, -1.30751], [1.77405, 2.80051, -0.37687], [1.85304, 4.94073, -1.61244], [1.35213, 5.94477, -2.42020], [2.16142, 7.17311, -2.73620], [0.07134, 5.78901, -2.93922], [-0.69265, 4.65933, -2.68315], [-2.07704, 4.59512, -3.27489], [0.20143, 0.50577, -4.46350], [1.13060, -0.97036, -4.76921], [1.95277, 0.49343, -4.16387], [-3.83208, 1.43279, -2.55781], [-4.83186, 2.80224, -3.02114], [-5.51093, 1.52483, -2.02115], [-6.23414, 3.49947, -0.68663], [-6.93777, 5.17714, 0.91725], [-5.75267, 5.95127, 1.97444], [-6.45485, 4.40208, 2.42372], [-3.46912, 4.85774, 2.25929], [-1.34554, 4.04092, 2.37829], [-0.62888, 4.41450, 0.80770], [-0.76995, 2.74406, 1.31265], [1.08342, 2.03801, -0.02940], [2.19501, 3.32560, 0.48356], [2.58369, 2.27048, -0.87982], [2.84700, 5.04458, -1.18882], [3.10984, 7.16872, -2.20044], [1.62016, 8.08038, -2.46271], [2.37803, 7.23255, -3.80449], [-0.34420, 6.56784, -3.57098], [-2.14919, 5.25170, -4.14159], [-2.82443, 4.91442, -2.54359], [-2.33978, 3.58237, -3.58004]], "forces_ev_per_angstrom": [[0.8, 1.3, -2.5], [0.0, 0.0, 0.3], [0.0, -0.2, -0.2], [-0.2, -0.4, 0.4], [-0.1, 0.1, -0.1], [0.0, 0.0, 0.0], [0.0, 0.0, 0.0], [0.0, 0.0, 0.0], [0.0, 0.0, 0.0], [0.1, 0.0, 0.0], [0.0, 0.0, 0.0], [0.0, 0.0, 0.0], [0.0, 0.0, 0.0], [0.0, 0.0, 0.0], [0.0, 0.0, 0.0], [0.0, 0.0, 0.0], [0.0, 0.0, 0.0], [0.0, 0.0, 0.0], [0.0, 0.0, 0.0], [-0.2, -0.1, 0.1], [0.0, 0.0, 0.0], [0.0, 0.0, 0.0], [0.0, 0.0, -0.1], [0.1, -0.1, 0.3], [-0.1, 0.0, 0.0], [0.3, -0.1, 0.0], [-0.2, 0.0, 0.2], [0.3, -0.1, 0.3], [-0.3, 0.0, -0.1], [0.0, 0.1, 0.0], [0.0, -0.1, 0.0], [0.0, 0.1, 0.0], [0.0, 0.0, 0.0], [0.0, 0.0, 0.0], [0.0, 0.0, 0.0], [0.0, 0.0, 0.0], [0.0, 0.0, 0.0], [0.0, 0.0, 0.0], [0.0, 0.0, 0.0], [0.0, 0.0, 0.0], [0.0, 0.0, 0.0], [0.0, 0.1, 0.0], [0.0, 0.2, -0.2], [-0.2, -0.7, 0.4], [0.0, 0.3, -0.1], [0.1, 0.5, -0.4], [0.0, -0.1, 0.0], [0.1, -1.1, 1.0], [-0.1, 0.4, 0.2], [0.0, 0.0, 0.0], [0.0, 0.0, 0.0], [0.0, 0.0, 0.0], [0.0, 0.0, 0.0], [0.0, 0.0, 0.0], [0.0, 0.0, 0.0], [0.0, 0.0, 0.0], [0.0, 0.1, 0.0], [-0.9, 0.4, 0.4], [0.4, -0.4, 0.0], [-0.1, -0.5, 0.0], [0.0, 0.0, 0.2], [-0.1, -0.1, -0.1], [-0.1, 0.0, 0.0], [0.0, 0.0, 0.0], [0.0, 0.0, 0.0], [0.0, 0.0, 0.0], [0.0, 0.0, 0.0], [0.0, 0.0, 0.0], [0.0, 0.0, 0.1], [0.0, 0.0, -0.1], [0.1, 0.0, 0.1], [0.0, 0.0, 0.0], [0.0, 0.1, 0.0], [0.0, 0.0, 0.0], [0.0, 0.0, 0.0], [0.0, 0.0, 0.0], [0.0, 0.0, 0.0], [0.0, 0.1, 0.0], [0.0, 0.0, 0.0], [0.0, 0.0, 0.0], [0.0, 0.0, 0.0], [0.0, 0.0, 0.0], [0.0, 0.0, 0.0], [0.0, 0.0, 0.0], [0.0, 0.0, 0.0], [0.0, 0.0, 0.0], [0.0, 0.0, 0.0], [0.0, 0.0, 0.0], [0.0, 0.0, 0.0], [0.0, 0.0, 0.0], [0.0, 0.0, 0.0], [0.0, 0.0, 0.0], [0.0, 0.0, 0.0], [0.0, 0.0, 0.0], [0.0, 0.0, 0.0], [0.0, 0.0, 0.0], [0.0, 0.0, 0.0], [0.0, 0.0, 0.0], [0.0, 0.0, 0.0], [0.0, 0.0, 0.0], [0.0, 0.0, 0.0], [0.0, 0.0, 0.0], [0.0, 0.0, 0.0], [0.0, 0.0, 0.0]], "total_charge": 0, "homo_lumo_gap_ev": [6.47, 6.10], "e_homo_ha": [-0.26677, -0.26764], "spin_multiplicity": 2, "total_energy_ha": -3933.21843, "e_above_lowest_ev": 1.284}

(2)
{"formula": "C33H71BN2P2PtSbSi3", "method": "the ωB97M-V functional and the def2-TZVPD basis", "symbols": ["Pt", "C", "C", "C", "C", "P", "C", "N", "B", "N", "C", "P", "C", "C", "C", "C", "C", "C", "C", "C", "C", "C", "C", "C", "C", "C", "C", "C", "C", "C", "H", "H", "H", "H", "H", "H", "H", "H", "H", "H", "H", "H", "H", "H", "H", "H", "H", "H", "H", "H", "H", "H", "H", "H", "H", "H", "H", "H", "H", "H", "H", "H", "H", "H", "H", "H", "H", "H", "H", "H", "H", "H", "H", "H", "C", "Si", "C", "C", "Sb", "Si", "C", "C", "C", "Si", "C", "C", "C", "H", "H", "H", "H", "H", "H", "H", "H", "H", "H", "H", "H", "H", "H", "H", "H", "H", "H", "H", "H", "H", "H", "H", "H", "H", "H", "H"], "xyz": [[0.40385, -0.44698, 0.11543], [-2.21903, 1.96147, 4.52293], [-1.16627, 1.59080, 3.47758], [0.19533, 1.42850, 4.17050], [-1.07788, 2.74795, 2.48738], [-1.45335, 0.06080, 2.42715], [-2.80051, 0.40013, 1.18707], [-2.62588, -0.66492, 0.21259], [-1.36388, -1.31296, -0.02600], [-1.63715, -2.60666, -0.54616], [-0.58851, -3.58470, -0.68434], [0.96741, -2.58758, -0.39814], [1.84264, -2.68159, -2.04545], [2.16536, -4.11183, -2.49587], [0.90057, -2.04560, -3.08313], [3.14491, -1.88886, -1.99733], [1.92904, -3.47716, 0.93297], [3.26312, -2.76267, 1.17196], [1.08922, -3.37721, 2.21085], [2.18047, -4.96416, 0.66238], [-3.01898, -2.76417, -0.63187], [-3.77985, -3.83893, -1.04431], [-5.16646, -3.71625, -0.99470], [-5.76471, -2.54667, -0.54631], [-4.99948, -1.45851, -0.13179], [-3.62351, -1.57362, -0.17367], [-2.25086, -1.26965, 3.51731], [-1.34522, -1.52800, 4.72586], [-3.66920, -0.93475, 3.99801], [-2.36987, -2.58174, 2.73570], [-1.94887, 2.92795, 4.95575], [-2.26936, 1.24685, 5.34144], [-3.21280, 2.06642, 4.08541], [0.47984, 2.38391, 4.61761], [0.97302, 1.14248, 3.46439], [0.17591, 0.68874, 4.96456], [-0.59637, 3.60651, 2.96108], [-2.07259, 3.06248, 2.17884], [-0.49679, 2.48838, 1.59680], [-2.65919, 1.38921, 0.74295], [-3.80862, 0.36012, 1.60133], [-0.57024, -4.04704, -1.67232], [-0.67575, -4.39004, 0.05228], [1.31923, -4.79290, -2.39772], [3.01291, -4.52722, -1.95562], [2.44194, -4.08741, -3.55244], [0.04573, -2.68189, -3.30888], [1.45388, -1.91133, -4.01577], [0.53087, -1.07077, -2.75789], [3.86479, -2.31455, -1.30014], [2.97530, -0.84578, -1.72930], [3.60117, -1.91697, -2.98586], [3.14050, -1.67947, 1.24781], [3.99288, -2.98004, 0.39347], [3.68202, -3.11540, 2.11639], [0.84635, -2.34363, 2.46563], [1.65106, -3.82496, 3.03277], [0.16185, -3.94099, 2.11182], [2.86182, -5.14156, -0.16332], [1.25735, -5.51412, 0.47379], [2.63533, -5.39806, 1.55597], [-3.31385, -4.75304, -1.38946], [-5.78345, -4.54557, -1.31116], [-6.84324, -2.47423, -0.52160], [-5.47472, -0.54773, 0.20928], [-1.35929, -0.70730, 5.43891], [-0.31068, -1.71414, 4.43135], [-1.70734, -2.41598, 5.24814], [-3.75268, 0.01173, 4.52082], [-3.98649, -1.72006, 4.68840], [-4.38068, -0.93918, 3.17175], [-1.42107, -2.89041, 2.30587], [-3.10953, -2.52408, 1.94271], [-2.70101, -3.36285, 3.42441], [3.25134, 0.77090, -4.25848], [1.95287, 2.02211, -3.77967], [0.48623, 1.82078, -4.92481], [2.77303, 3.69883, -3.91950], [1.03584, 1.82076, -1.35725], [2.84721, 3.09931, -0.06135], [2.65863, 2.72633, 1.75629], [2.74974, 4.94585, -0.34998], [4.48465, 2.40472, -0.65458], [-0.88818, 3.51611, -1.78238], [-2.27653, 2.46139, -2.46584], [-1.47587, 4.38869, -0.24207], [-0.41972, 4.86823, -2.98938], [3.66555, 1.09399, -5.21771], [2.83839, -0.22364, -4.39843], [4.07274, 0.71353, -3.54461], [0.84243, 1.73462, -5.95392], [-0.20471, 2.66076, -4.88392], [-0.07210, 0.91284, -4.69043], [2.96670, 3.90285, -4.97600], [3.73774, 3.68968, -3.41015], [2.18622, 4.51965, -3.52307], [1.91901, 3.37524, 2.22295], [3.61456, 2.89032, 2.25963], [2.35761, 1.69180, 1.92909], [1.76823, 5.33842, -0.07902], [2.94451, 5.20805, -1.38962], [3.49216, 5.45626, 0.26784], [4.58351, 1.35054, -0.38785], [5.30994, 2.94520, -0.18571], [4.60489, 2.48884, -1.73450], [-2.49108, 1.61995, -1.80236], [-2.03289, 2.05474, -3.44703], [-3.18850, 3.05422, -2.56696], [-2.07057, 3.72445, 0.37712], [-2.12089, 5.21538, -0.55033], [-0.66827, 4.80122, 0.36256], [-0.09914, 4.51554, -3.96595], [0.36042, 5.51151, -2.57974], [-1.30621, 5.48951, -3.13972]], "forces_ev_per_angstrom": [[-0.1, 0.1, 0.4], [0.0, 0.0, 0.0], [0.0, 0.0, 0.0], [0.0, 0.0, -0.1], [0.1, 0.0, 0.0], [0.1, 0.0, -0.1], [-0.1, 0.1, 0.0], [0.0, -0.2, 0.0], [-0.2, 0.1, -0.2], [0.1, 0.0, 0.0], [0.0, 0.1, 0.0], [0.1, -0.1, -0.3], [-0.1, -0.2, -0.1], [0.0, 0.0, 0.0], [0.1, 0.0, 0.0], [0.1, 0.1, 0.0], [0.0, 0.0, 0.0], [0.1, 0.0, 0.1], [0.0, 0.0, 0.0], [0.0, 0.0, 0.0], [0.0, 0.0, 0.0], [0.0, 0.0, 0.0], [0.0, 0.0, 0.0], [0.0, 0.0, 0.0], [0.0, 0.0, 0.0], [0.0, 0.0, 0.0], [0.0, -0.1, 0.0], [0.0, 0.0, 0.0], [0.0, 0.1, 0.0], [0.1, 0.0, 0.0], [0.0, 0.0, 0.0], [0.0, 0.0, 0.0], [0.0, 0.0, 0.0], [0.0, 0.0, 0.0], [0.0, 0.0, 0.0], [0.0, -0.1, 0.1], [0.0, 0.0, 0.0], [0.0, 0.0, 0.0], [0.0, 0.0, 0.0], [0.0, 0.0, 0.0], [0.0, 0.0, 0.1], [0.0, 0.0, 0.0], [0.0, 0.0, 0.0], [0.0, 0.0, 0.0], [0.0, 0.0, -0.1], [0.0, 0.0, 0.0], [-0.1, 0.0, 0.0], [0.0, 0.0, 0.0], [0.0, 0.0, 0.0], [-0.1, 0.1, -0.2], [0.0, 0.1, 0.0], [0.0, 0.0, -0.1], [0.0, 0.0, 0.0], [0.0, 0.0, 0.1], [0.0, 0.0, 0.0], [0.0, 0.0, 0.0], [0.0, 0.0, 0.0], [0.0, 0.0, 0.0], [0.0, 0.0, 0.0], [0.0, 0.0, 0.0], [0.0, 0.0, 0.0], [0.0, 0.0, 0.0], [0.0, 0.0, 0.0], [0.0, 0.0, 0.0], [0.0, 0.0, 0.0], [0.0, 0.0, 0.0], [0.0, 0.0, 0.0], [0.0, 0.0, 0.0], [0.0, 0.0, 0.0], [0.0, 0.0, 0.0], [0.0, 0.0, 0.0], [-0.1, 0.0, 0.0], [-0.1, 0.0, 0.0], [0.0, 0.0, 0.0], [0.0, 0.0, 0.1], [0.0, -0.1, 0.0], [0.0, 0.0, 0.0], [0.0, -0.1, 0.0], [-0.1, 0.1, 0.3], [0.1, 0.1, -0.2], [0.0, 0.0, 0.0], [0.0, -0.1, 0.0], [0.0, 0.0, 0.0], [-0.1, -0.1, -0.1], [0.0, 0.0, 0.1], [0.0, 0.0, 0.0], [0.1, 0.0, 0.0], [0.0, 0.0, 0.0], [0.0, -0.1, 0.0], [0.0, 0.0, 0.0], [0.0, 0.0, 0.0], [0.0, 0.0, 0.0], [0.0, 0.0, 0.0], [0.0, 0.0, 0.0], [0.0, 0.0, 0.0], [-0.1, 0.1, 0.0], [-0.1, 0.0, 0.0], [0.0, 0.0, 0.0], [0.0, 0.0, 0.0], [0.0, 0.0, 0.0], [0.0, 0.0, 0.0], [0.0, 0.0, 0.0], [0.0, 0.0, 0.0], [0.0, 0.0, 0.0], [0.0, 0.0, 0.0], [0.0, 0.0, 0.0], [0.0, 0.0, 0.0], [0.0, 0.0, 0.0], [0.0, 0.0, 0.0], [0.0, 0.0, 0.0], [0.0, 0.0, 0.0], [0.0, 0.0, 0.0], [0.0, 0.0, 0.0], [0.0, 0.0, 0.0]], "total_charge": 1, "homo_lumo_gap_ev": 7.33, "e_homo_ha": -0.36560, "spin_multiplicity": 1, "total_energy_ha": -3345.16595, "e_above_lowest_ev": 0.000}